No. 1
70
Properties=species:S:1:pos:R:3:lowdin_charge:R:1 method="wB97M-V/def2-TZVPD" homo_lumo_gap_ev="2.5 / 4.2" total_energy_ha=-1698.5131 multiplicity=1 homo_ev="-2.0 / -3.7"
P 2.718 3.041 -0.221 0.89
P -0.960 2.970 -1.366 0.79
C 1.756 3.923 -1.476 -0.32
C 0.305 4.279 -1.125 -0.39
H 1.834 3.389 -2.439 0.09
H 2.300 4.874 -1.615 0.09
H 0.209 4.705 -0.109 0.07
H -0.011 5.088 -1.809 0.07
C -1.228 2.948 -3.170 -0.18
H -1.877 2.109 -3.455 0.07
H -0.290 2.891 -3.737 0.05
H -1.728 3.889 -3.441 0.04
C -2.420 3.964 -0.864 -0.20
H -2.609 4.725 -1.634 0.04
H -2.234 4.456 0.096 0.05
H -3.305 3.322 -0.779 0.05
C 4.402 3.217 -0.905 -0.23
H 5.066 2.479 -0.443 0.03
H 4.773 4.225 -0.681 0.05
H 4.386 3.064 -1.991 0.06
C 2.828 4.020 1.296 -0.18
H 1.878 4.497 1.571 0.06
H 3.572 4.812 1.127 0.05
H 3.172 3.395 2.131 0.06
Be 0.571 -0.173 0.387 0.11
C -1.438 1.464 -0.654 -0.49
C -0.542 0.392 -1.291 -0.22
C 0.768 0.673 -1.982 -0.28
C 2.201 0.524 -1.314 -0.18
C 2.614 1.357 -0.019 -0.47
C 1.603 1.242 1.141 -0.28
C 0.323 2.047 1.283 -0.26
C -1.114 1.500 0.899 -0.19
C 0.701 -1.940 1.257 0.08
H -2.511 1.299 -0.821 0.10
H -1.073 -0.480 -1.673 0.07
H 0.766 1.627 -2.536 0.04
H 0.788 -0.075 -2.803 0.11
H 2.383 -0.545 -1.106 0.09
H 2.927 0.793 -2.100 0.10
H 3.601 0.993 0.303 0.06
H 2.079 1.050 2.106 0.07
H 0.434 3.031 0.796 0.03
H 0.260 2.319 2.358 0.11
H -1.263 0.484 1.307 0.09
H -1.852 2.148 1.400 0.11
H 1.535 -2.132 1.945 0.12
H 0.129 -1.069 1.686 0.10
H 1.135 -1.776 0.238 0.10
C -0.419 -6.129 0.322 -0.01
C -1.365 -4.927 0.410 -0.46
C -2.484 -5.122 -0.593 -0.01
O -0.631 -3.743 0.026 0.15
B -0.242 -3.161 1.209 -0.68
O -0.762 -3.708 2.358 0.15
C -1.802 -4.600 1.908 -0.46
C -3.141 -3.854 1.986 -0.01
C -1.845 -5.767 2.873 -0.01
H 0.023 -6.171 -0.682 0.10
H -0.970 -7.064 0.486 0.10
H 0.399 -6.069 1.055 0.10
H -2.059 -5.255 -1.595 0.10
H -3.057 -6.025 -0.347 0.10
H -3.167 -4.266 -0.618 0.09
H -3.977 -4.541 1.798 0.10
H -3.265 -3.441 2.996 0.10
H -3.200 -3.024 1.267 0.10
H -0.891 -6.306 2.906 0.09
H -2.066 -5.397 3.881 0.10
H -2.640 -6.468 2.588 0.10


No. 2
71
Properties=species:S:1:pos:R:3:lowdin_charge:R:1 method="wB97M-V/def2-TZVPD" homo_lumo_gap_ev="8.1 / 4.4" total_energy_ha=-3739.4182 multiplicity=5 s_squared=6.037 homo_ev="-16.8 / -17.5" de_lowest_ev=1.383 total_charge=+3
Co -0.415 -0.407 -0.038 0.28
P -2.069 -1.695 1.351 0.78
P 0.353 0.585 1.898 0.78
P -1.018 -0.910 -1.902 0.70
H 2.863 -2.192 -2.118 0.08
C 2.225 -1.724 -2.866 -0.06
C 2.673 -0.579 -3.436 -0.06
H 3.705 -0.277 -3.283 0.08
C -1.281 -3.311 1.636 -0.24
C -2.718 -1.314 3.042 -0.23
C -3.649 -2.179 0.588 -0.25
C 1.532 1.964 1.701 -0.23
C -0.710 1.301 3.216 -0.20
C 1.238 -0.715 2.820 -0.25
C -0.166 0.112 -3.165 -0.23
C -2.731 -0.745 -2.515 -0.19
C -0.584 -2.664 -2.139 -0.25
H 1.605 -2.433 -3.390 0.07
H 2.246 -0.061 -4.322 0.09
H -2.028 -3.976 2.080 0.07
H -0.419 -3.203 2.303 0.04
H -0.917 -3.721 0.687 0.04
H -3.526 -2.037 3.256 0.07
H -3.134 -0.303 3.115 0.03
H -1.935 -1.401 3.806 0.05
H -4.173 -2.840 1.290 0.07
H -3.489 -2.702 -0.357 0.05
H -4.271 -1.302 0.388 0.03
H 2.470 1.741 2.216 0.06
H 1.113 2.901 2.121 0.07
H 1.731 2.121 0.641 0.00
H -0.689 0.657 4.110 0.07
H -1.736 1.399 2.849 0.02
H -0.355 2.297 3.485 0.06
H 1.964 -0.251 3.501 0.07
H 1.788 -1.361 2.118 0.02
H 0.523 -1.314 3.399 0.04
H -0.827 0.869 -3.612 0.07
H 0.280 -0.545 -3.930 0.05
H 0.668 0.676 -2.676 0.00
H -2.855 -1.490 -3.316 0.08
H -2.846 0.274 -2.915 0.06
H -3.470 -0.919 -1.723 0.02
H -0.510 -2.851 -3.215 0.07
H -1.336 -3.326 -1.700 0.05
H 0.382 -2.864 -1.660 0.03
C 3.785 1.456 -0.987 -0.54
C 3.030 0.300 -0.718 -0.15
C 3.417 -0.601 0.252 -0.06
C 4.512 -0.295 1.086 0.04
C 5.310 0.810 0.772 0.02
C 4.968 1.673 -0.261 -0.02
S 3.318 2.557 -2.272 1.01
H 2.795 3.527 -1.553 -0.08
H 2.152 0.115 -1.332 0.04
H 2.868 -1.544 0.362 0.12
H 4.763 -0.906 1.954 0.15
H 6.217 0.998 1.351 0.15
H 5.579 2.529 -0.524 0.13
C -3.760 1.531 0.691 0.02
C -2.547 2.104 0.052 -0.34
N -1.393 1.539 -0.310 -0.04
C -0.606 2.527 -0.882 -0.16
C -1.279 3.712 -0.833 -0.03
N -2.504 3.427 -0.252 0.14
H -3.556 1.030 1.647 0.05
H -4.264 0.807 0.037 0.08
H -4.475 2.345 0.887 0.11
H 0.385 2.315 -1.281 0.07
H -0.949 4.692 -1.168 0.14
H -3.268 4.067 -0.056 0.18